1.
14
Properties=species:S:1:pos:R:3 method="wB97M-V/def2-TZVPD" homo_lumo_gap_ha=0.318 energy_ev=-18166.631 homo_ev=-8.3 e_lumo_ev=0.3088
C 1.405 -0.897 0.598
C -0.882 1.303 0.936
C 0.470 0.032 -0.187
O -2.184 1.027 0.422
O -0.357 -0.564 -1.010
S 0.213 -1.393 -2.412
H 2.079 -1.285 -0.227
H 1.924 -0.366 1.468
H 0.865 -1.775 0.901
H -0.975 1.098 1.978
H -0.747 2.283 0.627
H 1.008 0.874 -0.580
H -2.681 0.412 1.009
H -0.138 -0.750 -3.523

=====

2.
14
Properties=species:S:1:pos:R:3 method="wB97M-V/def2-TZVPD" homo_lumo_gap_ha=0.424 smiles=OC[C@@H]1CO1.O energy_ev=-9381.412 homo_ev=-10.6 e_lumo_ev=0.8784
O -1.915 0.125 1.297
C -1.221 1.212 0.732
C -0.046 0.718 -0.050
C -0.171 -0.523 -0.796
O 0.507 -0.496 0.464
H -1.230 -0.441 1.689
H -0.865 1.921 1.490
H -1.880 1.716 0.017
H 0.709 1.435 -0.381
H 0.406 -0.613 -1.717
H -1.068 -1.120 -0.719
O 2.486 -1.087 -0.928
H 2.275 -2.026 -0.980
H 2.014 -0.822 -0.117

=====

3.
14
Properties=species:S:1:pos:R:3 method="wB97M-V/def2-TZVPD" homo_lumo_gap_ha=0.405 smiles="O=CCCO.O" energy_ev=-9382.284 homo_ev=-10.3 e_lumo_ev=0.7207
O -0.858 -1.540 0.995
C -0.771 -1.093 -0.125
C -0.295 0.284 -0.477
C 0.699 0.217 -1.655
O 1.990 0.681 -1.210
H -0.816 -1.807 -0.970
H -1.147 0.912 -0.731
H 0.140 0.854 0.336
H 0.799 -0.829 -2.001
H 0.415 0.893 -2.437
H 2.425 -0.092 -0.859
O -0.727 0.877 2.946
H -0.633 0.043 2.466
H -1.221 0.599 3.722

=====

4.
13
Properties=species:S:1:pos:R:3 method="wB97M-V/def2-TZVPD" homo_lumo_gap_ha=0.350 smiles="C=CO.CS" energy_ev=-16122.073 homo_ev=-8.9 e_lumo_ev=0.6311
C 1.673 -1.190 -0.579
C 2.042 0.055 -0.321
O 2.345 0.487 0.941
H 1.529 -1.548 -1.585
H 1.880 -1.882 0.237
H 1.919 0.861 -0.997
H 1.972 1.366 1.079
C -2.136 -0.881 0.312
S -1.751 0.786 -0.329
H -1.926 -1.581 -0.487
H -1.461 -1.113 1.125
H -3.194 -0.906 0.543
H -1.496 1.347 0.859

=====

5.
13
Properties=species:S:1:pos:R:3 method="wB97M-V/def2-TZVPD" homo_lumo_gap_ha=0.360 smiles="CC=O.CS" energy_ev=-16122.705 homo_ev=-9.0 e_lumo_ev=0.8148
C 2.780 0.884 0.393
C 1.341 0.449 0.469
O 0.607 0.745 1.371
H 3.472 0.048 0.378
H 2.906 1.500 -0.497
H 3.009 1.476 1.280
H 0.968 -0.156 -0.379
C -2.490 -0.320 -0.564
S -3.404 -1.883 -0.344
H -2.771 0.345 0.243
H -2.650 0.132 -1.540
H -1.432 -0.539 -0.457
H -2.336 -2.679 -0.354

=====

6.
14
Properties=species:S:1:pos:R:3 method="wB97M-V/def2-TZVPD" homo_lumo_gap_ha=0.349 smiles=OCCCSS energy_ev=-26958.020 homo_ev=-9.0 e_lumo_ev=0.5335
O -3.365 1.244 -0.433
C -2.435 0.305 -1.046
C -1.348 0.068 -0.036
C 0.056 0.323 -0.552
S 1.286 0.342 0.712
S 2.499 -1.286 0.328
H -4.201 1.331 -0.907
H -2.224 0.754 -2.019
H -3.032 -0.606 -1.186
H -1.430 -0.912 0.432
H -1.495 0.793 0.770
H 0.078 1.241 -1.161
H 0.348 -0.341 -1.378
H 1.760 -2.386 0.643

=====

7.
14
Properties=species:S:1:pos:R:3 method="wB97M-V/def2-TZVPD" homo_lumo_gap_ha=0.356 smiles="C=CO.CSS" energy_ev=-26955.830 homo_ev=-9.1 e_lumo_ev=0.5688
C 3.864 1.669 -2.085
C 3.422 1.782 -0.811
O 2.732 0.841 -0.051
H 4.803 2.234 -2.261
H 3.711 0.787 -2.751
H 3.766 2.724 -0.592
H 1.845 0.797 -0.495
C -4.053 -1.803 0.766
S -2.787 -0.500 0.855
S -1.823 -1.526 2.280
H -4.100 -2.623 1.476
H -3.921 -2.324 -0.313
H -4.999 -1.219 0.743
H -2.459 -0.838 3.239

=====

8.
14
Properties=species:S:1:pos:R:3 method="wB97M-V/def2-TZVPD" homo_lumo_gap_ha=0.351 smiles="CC=O.CSS" energy_ev=-26957.802 homo_ev=-9.1 e_lumo_ev=0.4173
C -0.867 -0.480 -3.081
C -1.773 -0.605 -1.884
O -2.590 0.211 -1.554
H -0.890 0.586 -3.332
H 0.088 -0.980 -2.993
H -1.458 -0.857 -3.934
H -1.628 -1.503 -1.248
C 0.707 0.773 2.953
S 1.763 0.462 1.521
S 0.443 -0.481 0.195
H 1.280 0.445 3.815
H 0.476 1.841 3.081
H -0.262 0.339 2.713
H 0.122 0.485 -0.691

=====

9.
13
Properties=species:S:1:pos:R:3 method="wB97M-V/def2-TZVPD" homo_lumo_gap_ha=0.295 energy_ev=-70629.861 homo_ev=-8.4 e_lumo_ev=-0.3440
C 2.467 1.400 -0.063
C -1.870 -0.786 -0.325
C 1.958 -0.847 1.522
O -3.253 -0.307 -0.194
Se 2.482 -0.716 -0.148
H 3.237 1.782 -0.791
H 1.392 1.489 -0.261
H 2.651 1.782 0.930
H -1.983 -1.784 -0.685
H -1.453 -0.718 0.668
H -1.298 -0.150 -1.025
H 2.156 -1.863 2.031
H -3.242 0.477 0.348

=====

10.
13
Properties=species:S:1:pos:R:3 method="wB97M-V/def2-TZVPD" homo_lumo_gap_ha=0.357 smiles="C=PC.C=P" energy_ev=-21815.621 homo_ev=-9.5 e_lumo_ev=0.1726
C 1.740 1.212 0.758
P 2.348 0.213 -0.425
C 1.633 -1.443 0.032
H 1.996 2.257 0.743
H 1.093 0.889 1.558
H 0.990 -1.787 -0.779
H 1.065 -1.404 0.956
H 2.442 -2.166 0.132
C -3.091 0.694 -0.823
P -2.456 -0.344 0.312
H -2.499 1.221 -1.550
H -4.153 0.877 -0.849
H -1.108 -0.216 -0.066

=====

11.
13
Properties=species:S:1:pos:R:3 method="wB97M-V/def2-TZVPD" homo_lumo_gap_ha=0.328 smiles="CC/P=C/P" energy_ev=-21815.374 homo_ev=-9.1 e_lumo_ev=-0.1709
C 2.357 0.513 -0.106
C 1.139 -0.205 0.471
P -0.451 0.563 -0.200
C -1.686 -0.485 0.289
P -3.418 -0.190 -0.067
H 2.272 0.324 -1.251
H 2.479 1.696 0.008
H 3.370 0.013 0.163
H 1.139 -0.354 1.515
H 1.124 -1.213 0.019
H -1.780 -1.578 0.829
H -3.195 1.178 -0.297
H -3.351 -0.262 -1.373

=====

12.
12
Properties=species:S:1:pos:R:3 method="wB97M-V/def2-TZVPD" homo_lumo_gap_ha=0.364 smiles="C=C.CS" energy_ev=-14073.827 homo_ev=-9.0 e_lumo_ev=0.8579
C -2.000 2.136 -1.145
C -2.202 2.637 0.095
H -1.873 2.764 -2.028
H -2.333 1.120 -1.352
H -2.718 3.552 0.348
H -1.957 1.996 0.940
C 1.831 -1.980 0.558
S 2.348 -3.736 0.433
H 2.221 -1.562 1.485
H 2.240 -1.416 -0.268
H 0.739 -1.986 0.489
H 3.704 -3.525 0.444